(1)
# C22H24N2O

The molecule C22H24N2O in a non-equilibrium geometry (ωB97M-V/def2-TZVPD, OMol25).

```
49
C22H24N2O | OMol25 | ωB97M-V/def2-TZVPD
C -0.36 -2.32 -1.53
N 0.38 -1.16 -1.01
C 1.85 -1.00 -1.30
C 2.08 0.32 -2.11
C 1.68 0.20 -3.58
C 2.48 -0.43 -4.56
C 2.03 -0.62 -5.86
C 0.76 -0.21 -6.21
C -0.08 0.40 -5.25
C 0.39 0.63 -3.94
C -0.03 -0.53 0.17
C -0.85 0.62 0.10
C -1.22 1.28 1.26
C -0.78 0.86 2.49
C 0.07 -0.25 2.57
C 0.41 -0.94 1.45
C 1.19 -2.05 1.90
C 1.26 -2.01 3.27
N 0.59 -0.87 3.69
C 0.43 -0.40 5.07
C -1.40 1.80 3.45
C -2.91 1.61 3.56
C -3.37 2.10 2.19
C -2.05 2.51 1.54
O -1.36 2.98 2.68
H -0.37 -2.34 -2.61
H -1.41 -2.35 -1.18
H 0.12 -3.24 -1.18
H 2.20 -1.90 -1.83
H 2.41 -0.94 -0.35
H 3.14 0.54 -2.00
H 1.50 1.13 -1.65
H 3.46 -0.78 -4.30
H 2.69 -1.05 -6.61
H 0.44 -0.26 -7.26
H -1.07 0.71 -5.59
H -0.23 1.09 -3.18
H -1.20 0.96 -0.84
H 1.64 -2.85 1.31
H 1.77 -2.71 3.90
H -0.63 -0.24 5.29
H 0.95 0.55 5.17
H 0.87 -1.06 5.83
H -0.86 1.88 4.42
H -3.38 2.20 4.36
H -3.20 0.55 3.71
H -3.98 3.00 2.27
H -3.94 1.38 1.60
H -2.13 3.21 0.71
```

**2S+1**: 1
**Total energy**: -1037.434707 a.u.
**LUMO**: 0.75 eV
**Energy relative to the best compared isomer or geometry (same formula, charge and spin)**: 235.3 kJ/mol
**Frontier orbital gap**: 8.26 eV
**SMILES**: CN(CCc1ccccc1)c1cc2c(c3c1ccn3C)[C@@H]1CC[C@H]2O1

---

(2)
# C22H24N2O4

The molecule C22H24N2O4 (ωB97M-V/def2-TZVPD, OMol25).

```
52
C22H24N2O4 | OMol25 | ωB97M-V/def2-TZVPD
C -8.99 -0.69 0.75
C -8.65 0.33 -0.34
O -7.50 1.09 -0.04
C -6.26 0.51 -0.16
C -6.00 -0.74 -0.71
C -4.70 -1.19 -0.80
C -3.63 -0.42 -0.34
O -2.39 -0.98 -0.48
C -1.27 -0.26 -0.02
C -0.05 -1.15 -0.23
N 1.17 -0.46 0.15
C 1.49 -0.16 1.48
O 0.84 -0.47 2.45
N 2.65 0.53 1.44
C 3.21 0.65 0.11
C 3.36 2.12 -0.33
C 4.70 2.69 0.13
C 5.82 1.93 -0.57
C 5.71 0.45 -0.33
C 6.84 -0.35 -0.41
C 6.78 -1.71 -0.19
C 5.57 -2.30 0.13
C 4.43 -1.52 0.22
C 4.49 -0.15 -0.02
C 2.10 0.00 -0.73
O 2.06 -0.09 -1.93
C -3.89 0.83 0.20
C -5.19 1.29 0.29
H -9.12 -0.18 1.70
H -8.19 -1.42 0.85
H -9.91 -1.20 0.49
H -9.45 1.08 -0.40
H -8.55 -0.15 -1.31
H -6.79 -1.37 -1.08
H -4.49 -2.16 -1.22
H -1.37 -0.02 1.05
H -1.15 0.68 -0.59
H -0.15 -2.05 0.38
H 0.04 -1.42 -1.28
H 3.16 0.77 2.27
H 2.53 2.69 0.09
H 3.30 2.15 -1.42
H 4.75 3.75 -0.12
H 4.79 2.59 1.21
H 6.79 2.28 -0.22
H 5.76 2.11 -1.64
H 7.79 0.11 -0.66
H 7.67 -2.31 -0.27
H 5.51 -3.36 0.31
H 3.49 -1.97 0.48
H -3.09 1.46 0.56
H -5.40 2.26 0.71
```

**2S+1**: 1
**Total energy**: -1263.267070 a.u.
**LUMO**: 0.74 eV
**Energy relative to the best compared isomer or geometry (same formula, charge and spin)**: 78.8 kJ/mol
**Frontier orbital gap**: 8.58 eV
**SMILES**: CCOc1ccc(OCCN2C(=O)N[C@]3(CCCc4ccccc43)C2=O)cc1

---

(3)
# C22H24N4O3S

The molecule C22H24N4O3S in a non-equilibrium geometry (ωB97M-V/def2-TZVPD, OMol25).

```
54
C22H24N4O3S | OMol25 | ωB97M-V/def2-TZVPD
C -2.92 -0.56 4.00
O -2.74 0.60 3.23
C -2.34 0.45 1.93
C -2.14 -0.76 1.29
C -1.72 -0.77 -0.04
C -1.50 0.41 -0.72
N -0.99 0.47 -2.02
C -0.63 -0.56 -2.83
O -0.93 -1.72 -2.66
C 0.30 -0.13 -3.95
S 1.99 -0.59 -3.41
C 1.89 0.02 -1.72
N 1.90 1.31 -1.64
C 1.72 1.91 -0.44
C 1.74 3.31 -0.33
C 1.53 3.89 0.89
C 1.28 3.10 2.02
C 1.25 1.73 1.94
C 1.49 1.10 0.70
N 1.48 -0.24 0.61
C 1.70 -0.82 -0.57
N 1.68 -2.16 -0.56
C 1.86 -3.07 -1.67
C 1.93 -4.44 -1.00
C 1.01 -4.27 0.21
C 1.35 -2.85 0.67
C -1.73 1.64 -0.08
O -1.50 2.76 -0.83
C -1.76 4.01 -0.26
C -2.15 1.65 1.24
H -2.00 -1.15 4.08
H -3.72 -1.19 3.60
H -3.21 -0.21 4.99
H -2.30 -1.70 1.79
H -1.56 -1.71 -0.54
H -0.73 1.41 -2.29
H 0.12 -0.71 -4.86
H 0.27 0.94 -4.16
H 1.93 3.89 -1.22
H 1.55 4.96 0.99
H 1.10 3.58 2.97
H 1.06 1.11 2.80
H 1.00 -3.02 -2.34
H 2.76 -2.84 -2.23
H 2.95 -4.65 -0.67
H 1.61 -5.24 -1.66
H -0.03 -4.32 -0.11
H 1.19 -5.01 0.99
H 2.21 -2.84 1.35
H 0.52 -2.34 1.17
H -2.81 4.11 0.03
H -1.12 4.19 0.61
H -1.52 4.74 -1.03
H -2.32 2.57 1.77
```

**2S+1**: 1
**Total energy**: -1695.688906 a.u.
**LUMO**: -0.01 eV
**Energy relative to the best compared isomer or geometry (same formula, charge and spin)**: 156.1 kJ/mol
**Frontier orbital gap**: 7.67 eV
**SMILES**: COc1ccc(NC(=O)CSc2nc3ccccc3nc2N2CCCC2)c(OC)c1

---

(4)
# C22H24N4O4

A 2-piece molecular cluster, C22H24N4O4 overall (ωB97M-V/def2-TZVPD, OMol25).

```
54
C22H24N4O4 | OMol25 | ωB97M-V/def2-TZVPD
N 7.12 1.62 -0.32
C 5.79 2.18 -0.21
C 4.85 1.54 -1.24
C 4.67 0.06 -1.05
C 5.48 -0.93 -1.53
N 5.01 -2.16 -1.13
C 3.87 -1.99 -0.38
C 3.04 -2.94 0.23
C 1.94 -2.47 0.92
C 1.67 -1.09 1.01
C 2.50 -0.16 0.41
C 3.63 -0.61 -0.30
C 5.23 2.07 1.21
O 5.78 1.54 2.14
O 4.02 2.66 1.32
H 7.08 0.65 -0.02
H 7.73 2.07 0.36
H 5.84 3.26 -0.44
H 5.29 1.73 -2.22
H 3.88 2.04 -1.20
H 6.37 -0.85 -2.14
H 5.43 -3.05 -1.37
H 3.25 -4.00 0.16
H 1.27 -3.17 1.41
H 0.80 -0.75 1.56
H 2.29 0.91 0.48
H 3.74 2.52 2.25
N -4.52 -2.15 1.29
C -3.54 -2.41 0.25
C -3.94 -1.70 -1.06
C -3.95 -0.21 -0.93
C -2.89 0.63 -1.17
N -3.25 1.93 -0.90
C -4.56 1.96 -0.48
C -5.36 3.04 -0.10
C -6.66 2.77 0.28
C -7.16 1.45 0.29
C -6.36 0.38 -0.09
C -5.03 0.63 -0.48
C -2.08 -2.02 0.55
O -1.18 -2.24 -0.22
O -1.86 -1.42 1.73
H -4.39 -2.66 2.15
H -4.73 -1.17 1.44
H -3.52 -3.49 0.06
H -3.23 -2.01 -1.83
H -4.93 -2.07 -1.35
H -1.89 0.38 -1.50
H -2.65 2.73 -1.01
H -4.98 4.06 -0.11
H -7.31 3.58 0.58
H -8.18 1.27 0.60
H -6.74 -0.64 -0.07
H -2.72 -1.31 2.17
```

**2S+1**: 1
**Total energy**: -1372.801465 a.u.
**LUMO**: 0.54 eV
**Energy relative to the best compared isomer or geometry (same formula, charge and spin)**: 0.0 kJ/mol
**Frontier orbital gap**: 8.24 eV
**SMILES**: N[C@@H](Cc1c[nH]c2ccccc12)C(=O)O.N[C@@H](Cc1c[nH]c2ccccc12)C(=O)O

---

(5)
# C22H24N4O5S

The molecule C22H24N4O5S (ωB97M-V/def2-TZVPD, OMol25).

```
56
C22H24N4O5S | OMol25 | ωB97M-V/def2-TZVPD
C -10.43 -0.86 0.06
O -9.07 -0.64 0.40
C -8.22 -0.53 -0.64
O -8.59 -0.61 -1.79
C -6.83 -0.30 -0.22
C -5.85 -0.13 -1.20
C -4.53 0.09 -0.86
C -4.17 0.14 0.49
N -2.86 0.36 0.90
C -1.74 0.56 0.18
O -1.65 0.58 -1.03
C -0.57 0.74 1.15
O -0.77 0.58 2.35
N 0.64 1.06 0.67
C 0.99 1.26 -0.72
C 2.25 2.10 -0.83
N 3.36 1.42 -0.19
C 4.62 1.86 -0.43
S 4.91 3.25 -1.28
N 5.67 1.17 0.11
C 5.83 -0.21 0.21
C 6.83 -0.71 1.05
C 7.01 -2.07 1.16
C 6.22 -2.96 0.46
C 5.23 -2.47 -0.39
O 4.40 -3.24 -1.15
C 4.55 -4.64 -1.12
C 5.05 -1.10 -0.52
C 3.01 0.59 0.94
C 1.75 1.13 1.60
C -5.15 -0.04 1.48
C -6.46 -0.26 1.13
H -10.80 -0.05 -0.57
H -10.54 -1.80 -0.49
H -10.98 -0.90 1.00
H -6.15 -0.16 -2.23
H -3.78 0.23 -1.61
H -2.68 0.35 1.91
H 1.13 0.29 -1.22
H 0.17 1.77 -1.24
H 2.10 3.09 -0.39
H 2.51 2.25 -1.88
H 6.53 1.71 0.10
H 7.45 -0.02 1.60
H 7.78 -2.45 1.81
H 6.38 -4.02 0.58
H 3.81 -5.03 -1.80
H 5.55 -4.94 -1.45
H 4.37 -5.04 -0.11
H 4.32 -0.74 -1.23
H 3.83 0.59 1.67
H 2.84 -0.45 0.63
H 1.49 0.55 2.49
H 1.91 2.17 1.91
H -4.86 -0.01 2.52
H -7.21 -0.39 1.89
```

**2S+1**: 1
**Total energy**: -1846.211315 a.u.
**LUMO**: 0.05 eV
**Energy relative to the best compared isomer or geometry (same formula, charge and spin)**: 48.6 kJ/mol
**Frontier orbital gap**: 8.25 eV
**SMILES**: COC(=O)c1ccc(NC(=O)C(=O)N2CCN(C(=S)Nc3cccc(OC)c3)CC2)cc1

---

(6)
# C22H24NO3RuSSi

C22H24NO3RuSSi as an isolated structure in a non-equilibrium geometry (ωB97M-V/def2-TZVPD, OMol25).

```
53
C22H24NO3RuSSi | OMol25 | ωB97M-V/def2-TZVPD
Ru 1.81 -0.71 1.48
O 1.73 -0.74 3.53
N 2.35 0.20 4.31
C 1.86 0.57 5.53
C 2.58 1.58 6.29
C 3.70 2.11 5.76
C 4.17 1.67 4.45
C 3.50 0.73 3.74
S 3.95 0.12 2.17
H 0.96 0.09 5.87
H 2.19 1.87 7.25
H 4.27 2.86 6.28
H 5.07 2.11 4.05
C 1.17 -1.96 -3.32
C 0.67 -0.52 -3.04
C 1.91 0.41 -2.99
C -0.27 -0.10 -4.18
Si -0.26 -0.51 -1.24
O 0.77 -1.12 -0.08
C -0.99 1.17 -0.68
C -1.64 1.24 0.57
C -2.20 2.44 1.02
C -2.11 3.59 0.24
C -1.46 3.54 -0.99
C -0.90 2.34 -1.45
C -1.83 -1.62 -1.38
C -1.82 -2.92 -0.83
C -2.95 -3.74 -0.93
C -4.09 -3.29 -1.57
C -4.13 -2.00 -2.11
C -3.01 -1.17 -2.02
H 1.70 -2.01 -4.28
H 0.33 -2.67 -3.38
H 1.86 -2.32 -2.55
H 2.45 0.38 -3.94
H 2.61 0.11 -2.20
H 1.63 1.45 -2.81
H 0.26 -0.09 -5.14
H -0.68 0.90 -4.03
H -1.11 -0.79 -4.28
H -1.72 0.36 1.21
H -2.70 2.47 1.99
H -2.54 4.52 0.59
H -1.39 4.44 -1.59
H -0.40 2.37 -2.41
H -0.94 -3.30 -0.32
H -2.92 -4.74 -0.50
H -4.97 -3.93 -1.64
H -5.03 -1.64 -2.60
H -3.07 -0.17 -2.44
O -1.05 -1.83 2.45
C -0.11 -1.46 2.13
H 2.82 -0.32 0.01
```

**2S+1**: 5
**Total energy**: -1915.679823 a.u.
**LUMO (spin up / spin down)**: 2.65 / 2.35 eV
**<S²>**: 6.058
**Frontier orbital gap (spin up / spin down)**: 3.93 / 6.54 eV
**Net charge**: -1